Entry 1:
This record from the Open Molecules 2025 dataset describes a molecular structure, C8H16N2. The level of theory is ωB97M-V/def2-TZVPD.

Last column: Mulliken charge in e.
Cartesian coordinates (Å):
C (-0.6173, -0.4909, -0.4718)  0.955
C (-0.0431, 0.7945, -0.6727)  1.459
C (0.0589, -1.7477, -0.9347)  -1.992
C (-2.0678, -0.6794, -0.1269)  -1.591
C (-0.9757, 1.9982, -0.5864)  -1.740
C (0.9432, 0.9753, -1.8170)  -1.625
C (1.3862, -1.0735, 2.4203)  -1.023
N (0.5572, -0.1851, 1.6180)  -0.059
C (1.1193, 0.9498, 0.9603)  0.315
N (1.9478, 1.7614, 1.2007)  -0.693
H (-0.4202, -0.0538, 1.8599)  0.287
H (1.1360, -1.6400, -1.0371)  0.396
H (-2.4318, 0.0814, 0.5609)  0.397
H (-0.3493, -2.0503, -1.9041)  0.376
H (-0.1242, -2.5663, -0.2369)  0.428
H (-2.6738, -0.6123, -1.0374)  0.359
H (-2.2450, -1.6559, 0.3238)  0.426
H (1.6331, 0.1406, -1.9180)  0.350
H (-0.4449, 2.9100, -0.8563)  0.434
H (-1.3303, 2.1581, 0.4335)  0.386
H (-1.8483, 1.9082, -1.2353)  0.359
H (1.5357, 1.8677, -1.6088)  0.450
H (0.4348, 1.1211, -2.7731)  0.373
H (0.7694, -1.8898, 2.7998)  0.337
H (1.8650, -0.5370, 3.2396)  0.347
H (2.1854, -1.4843, 1.7999)  0.288

Computed properties:
LUMO (spin up / spin down) = 0.1 / 0.1 eV
HOMO energy (spin up / spin down) = -7.68 / -7.69 eV
F_max = 0.0585 Eh/bohr
Relative energy (zero: lowest compared OMol25 entry of this formula, charge and spin) = 3.692 eV

***

Entry 2:
This record from the Open Molecules 2025 dataset describes C8H16N2 in the gas phase. The level of theory is ωB97M-V/def2-TZVPD.

Last column: Mulliken charge in e.
Cartesian coordinates (Å):
H (3.1743, 1.4898, 0.2601)  0.284
N (2.2811, 1.2748, 0.5638)  -0.605
C (1.9389, 0.1774, 0.0813)  0.898
C (2.9999, -0.7472, -0.7364)  -1.284
C (0.5857, -0.5542, 0.1214)  -0.359
N (0.6001, -1.8196, 0.2827)  -0.776
H (-0.2036, -2.2524, 0.6091)  0.258
C (-0.6169, 0.3329, -0.0895)  2.007
C (-0.7865, 1.3642, 1.0041)  -1.481
C (-0.1805, 0.8592, -1.5133)  -1.777
C (-1.8879, -0.4569, -0.2164)  -1.141
C (-2.4809, -0.9072, 1.1593)  -1.274
H (3.8610, -0.9803, -0.0876)  0.363
H (3.3371, -0.1768, -1.7052)  0.304
H (2.5020, -1.5906, -1.1387)  0.380
H (0.1169, 1.6423, 1.5902)  0.353
H (-1.6190, 1.1312, 1.6775)  0.287
H (-0.9303, 2.3122, 0.4637)  0.344
H (-1.1337, 1.2113, -1.9547)  0.505
H (0.4142, 1.7851, -1.3451)  0.426
H (0.3356, 0.0169, -2.0027)  0.298
H (-2.5978, 0.1545, -0.6993)  0.387
H (-1.6657, -1.2767, -0.8819)  0.519
H (-3.0322, -0.0776, 1.6840)  0.380
H (-1.7094, -1.1817, 1.8084)  0.428
H (-3.3024, -1.7307, 1.0652)  0.276

Computed properties:
LUMO = 0.9 eV
HOMO energy = -9.04 eV
F_max = 0.0914 Eh/bohr
SMILES string = [H]/N=C(C)/C(=N/[H])C(C)(C)CC
Relative energy (zero: lowest compared OMol25 entry of this formula, charge and spin) = 2.419 eV

***

Entry 3:
This record from the Open Molecules 2025 dataset describes C8H16N2 in the gas phase. The level of theory is ωB97M-V/def2-TZVPD.

Last column: Mulliken charge in e.
Cartesian coordinates (Å):
C (-1.1617, -0.4425, 2.5902)  -1.127
C (-0.1769, 0.0814, 1.8560)  0.744
C (-0.1885, 1.4131, 1.2150)  -0.371
C (0.6910, 2.3603, 1.8998)  -1.475
C (1.0364, -0.8071, 1.6394)  -0.674
N (0.6929, -1.4964, 0.3971)  -0.204
N (-0.4745, -1.1647, -0.1027)  -0.277
C (-0.7981, -1.0013, -1.3256)  -0.372
C (0.0424, -0.9712, -2.5235)  -0.259
C (-0.5125, -0.4410, -3.8256)  -1.341
H (-1.0878, -1.3543, 3.0188)  0.381
H (-2.1227, 0.1261, 2.7618)  0.230
H (0.0000, 1.4595, 0.2368)  0.203
H (-1.2358, 1.7335, 1.3589)  0.414
H (1.6983, 2.0161, 1.6440)  0.324
H (0.5788, 2.3785, 2.8957)  0.423
H (0.6479, 3.2707, 1.3844)  0.430
H (1.9197, -0.1757, 1.6626)  0.221
H (1.1398, -1.5660, 2.4869)  0.278
H (1.5030, -1.4844, -0.2807)  0.291
H (-1.8094, -0.7668, -1.4051)  0.454
H (0.9094, -0.3087, -2.4265)  0.321
H (0.5231, -1.9315, -2.7584)  0.336
H (-0.4453, 0.6384, -3.8419)  0.292
H (0.1073, -0.9477, -4.5336)  0.331
H (-1.4769, -0.6182, -4.0238)  0.429

Computed properties:
LUMO = 0.9 eV
HOMO energy = -8.08 eV
F_max = 0.0991 Eh/bohr
SMILES string = C=C(CC)CN/N=C\CC
Relative energy (zero: lowest compared OMol25 entry of this formula, charge and spin) = 4.215 eV